Record 1
The following is a quantum chemistry calculation of 2 unconnected molecules or ions with the total composition C5H15NO in a non-equilibrium geometry, from OMol25.

Last column: Löwdin charge in e.
Cartesian coordinates (Å):
C1 0.681 -1.852 1.405  -0.136
C2 -0.469 -1.697 0.479  -0.276
C3 -1.005 -0.267 0.683  -0.222
N1 0.051 0.778 0.488  -0.328
C4 0.244 1.303 -0.871  -0.087
C5 0.083 1.912 1.317  -0.177
H1 1.368 -0.976 1.256  0.087
H2 0.301 -1.852 2.447  0.082
H3 1.152 -2.815 1.227  0.063
H4 -1.256 -2.489 0.612  0.121
H5 -0.263 -1.625 -0.618  0.100
H6 -1.363 -0.139 1.784  0.137
H7 -1.891 -0.121 0.083  0.097
H8 -0.542 2.047 -0.995  0.065
H9 -0.010 0.435 -1.602  0.087
H10 1.192 1.880 -0.797  0.091
H11 1.063 2.477 1.270  0.102
H12 -0.908 2.507 1.256  0.108
H13 0.091 1.604 2.383  0.076
O1 0.518 -0.086 -3.743  -0.019
H14 -0.156 -0.733 -3.652  0.021
H15 1.119 -0.291 -4.411  0.008

Atomic forces in eV per Å
0.9 -0.1 0.3
-1.4 1.3 -1.2
-0.2 1.1 2.7
0.3 -1.3 -1.2
-1.5 -1.7 0.3
-1.1 0.5 3.0
-0.4 -1.1 0.3
0.3 0.1 -0.4
0.5 0.0 0.2
0.5 0.9 0.0
0.6 -0.9 0.7
0.6 -0.2 -1.7
-0.4 0.4 -0.5
-0.3 0.4 -0.6
1.5 1.9 0.9
-0.3 -1.0 -1.2
-1.4 -0.2 -0.6
1.6 0.1 -0.3
-0.1 -0.1 -0.3
-0.5 1.8 1.8
-0.6 -1.1 -0.3
1.2 -0.9 -1.7

The calculation puts the HOMO energy at -0.29342 Eh. Its SMILES is CCCN(C)C.O. The lowest unoccupied orbital energy comes out at 0.75 eV. Its net charge is 0. As for the energy above the lowest of the compared OMol25 structures with the same formula, charge and spin: 51.6 kcal per mole. The total energy comes out at -8964.1201 eV.

=====

Record 2
The following is a quantum chemistry calculation of 2 unconnected molecules or ions with the total composition C23H24NO5 in a non-equilibrium geometry, from OMol25.

Last column: Löwdin charge in e.
Cartesian coordinates (Å):
C1 4.289 0.617 0.562  -0.122
C2 3.847 -0.871 1.130  -0.112
C3 4.242 -1.367 2.657  0.007
C4 3.747 -2.849 3.192  -0.072
C5 2.889 -3.934 2.256  -0.101
C6 2.504 -3.425 0.741  -0.066
C7 2.974 -1.912 0.205  -0.137
C8 2.485 -1.506 -1.305  -0.163
C9 1.078 -0.672 -1.387  -0.058
C10 0.773 -0.019 -2.723  0.047
C11 -0.596 0.828 -3.039  -0.201
O1 -0.926 1.219 -4.289  -0.062
C12 -1.596 1.144 -1.779  0.006
C13 -2.866 2.192 -2.095  -0.135
C14 -2.436 3.600 -2.721  0.000
C15 -3.578 4.710 -3.066  -0.026
C16 -5.054 4.137 -2.681  -0.069
C17 -5.198 2.651 -2.097  -0.121
N1 -4.191 1.605 -1.765  0.062
C18 -1.344 0.511 -0.456  -0.046
O2 -2.275 0.753 0.696  -0.113
C19 -3.177 -0.410 0.707  -0.161
C20 -4.426 -0.267 1.806  -0.290
C21 -5.789 -0.706 0.950  -0.095
O3 -4.234 -1.337 2.838  -0.132
C22 -0.044 -0.510 -0.204  -0.093
O4 -0.057 -1.160 0.973  0.010
H1 3.476 1.084 -0.170  0.063
H2 5.302 0.538 -0.061  0.089
H3 4.404 1.314 1.513  0.088
H4 4.850 -0.650 3.358  0.078
H5 4.027 -3.132 4.298  0.063
H6 2.547 -4.999 2.672  0.069
H7 1.871 -4.170 0.056  0.079
H8 3.336 -0.798 -1.751  0.122
H9 2.456 -2.443 -2.031  0.125
H10 1.551 -0.128 -3.611  0.133
H11 -1.303 3.847 -2.920  0.111
H12 -3.403 5.770 -3.529  0.092
H13 -6.008 4.803 -2.866  0.085
H14 -6.322 2.304 -1.880  0.102
H15 -3.644 -0.573 -0.377  0.116
H16 -2.653 -1.433 0.977  0.143
H17 -4.501 0.806 2.267  0.156
H18 -6.703 -0.960 1.637  0.084
H19 -5.993 0.217 0.222  0.082
H20 -5.444 -1.635 0.285  0.098
H21 -4.874 -2.090 2.630  0.096
C23 7.171 -0.120 2.056  -0.501
O5 6.273 0.528 2.784  -0.414
H22 6.799 -0.714 1.205  0.020
H23 7.950 0.484 1.559  0.030
H24 7.794 -0.871 2.572  0.032

Atomic forces in eV per Å
-0.4 -0.5 0.3
-1.4 -3.4 0.8
-2.9 -3.1 -2.2
-0.8 1.1 -3.5
1.1 4.3 -1.8
2.0 1.7 2.9
0.5 -1.3 2.8
0.8 0.4 0.7
-1.3 1.9 -3.8
-0.1 -1.1 3.1
-0.9 0.8 -3.4
2.1 -2.3 7.5
0.3 -0.6 1.9
0.5 -0.1 -0.1
-3.6 0.2 0.3
-1.2 -5.4 2.4
3.4 -1.6 0.1
0.4 0.8 -0.3
1.4 7.4 -3.0
-0.7 1.6 -2.4
1.8 -2.2 -3.3
-1.5 -1.5 -0.1
-0.4 -1.5 -1.4
1.4 1.0 -0.5
-1.3 0.5 -1.3
-0.8 -2.4 4.7
0.4 4.0 -7.6
1.4 -1.2 1.5
-2.1 0.2 1.7
0.2 -1.6 -2.2
-0.7 -1.1 -1.8
-0.6 0.6 -2.5
0.9 2.7 -1.1
1.6 2.0 1.5
-2.0 -1.4 0.9
-0.2 1.9 1.7
-1.9 0.3 2.0
-2.6 -0.8 0.5
-0.3 -2.4 1.1
2.1 -1.7 0.5
2.8 0.9 -0.5
1.0 0.7 2.3
-0.6 2.3 -0.3
0.2 -2.2 -0.7
1.8 0.6 -1.3
0.1 -2.2 1.5
-1.0 1.9 1.5
1.3 1.7 0.3
0.8 -0.4 -0.4
-0.7 0.6 0.8
-0.6 -0.4 -0.5
0.3 0.7 -0.2
0.2 -0.4 0.6

The calculation puts the HOMO energy at -0.10554 Eh. The lowest unoccupied orbital energy comes out at -0.03 eV. Its net charge is -1. As for the energy above the lowest of the compared OMol25 structures with the same formula, charge and spin: 479.0 kcal per mole. The total energy comes out at -35944.7447 eV.

=====

Record 3
The following is a quantum chemistry calculation of a molecular structure, C39H52As2CrN2O10PS in a non-equilibrium geometry, from OMol25.

Last column: Löwdin spin population.
Cartesian coordinates (Å):
Cr1 0.530 -1.094 0.724  3.514
C1 -0.754 6.333 -3.368  0.000
C2 -0.377 4.950 -2.948  0.000
C3 -0.110 3.964 -3.895  0.000
C4 0.220 2.681 -3.500  0.000
C5 0.282 2.384 -2.151  0.000
C6 0.033 3.345 -1.192  0.001
C7 -0.298 4.626 -1.597  0.000
S1 0.778 0.727 -1.748  0.008
O1 1.945 0.432 -2.536  0.003
O2 -0.338 -0.183 -1.892  0.014
N1 1.145 0.540 -0.164  0.018
C8 2.205 1.197 0.388  -0.005
C9 2.854 2.323 -0.102  0.017
C10 3.843 2.943 0.662  -0.004
C11 4.209 2.462 1.896  0.017
C12 3.643 1.270 2.383  -0.001
C13 3.993 0.662 3.606  0.025
C14 3.431 -0.548 3.931  -0.003
C15 2.501 -1.139 3.074  0.028
N2 2.098 -0.576 1.942  -0.001
C16 2.659 0.617 1.603  0.009
H1 -0.446 6.527 -4.392  0.000
H2 -0.302 7.068 -2.708  0.000
H3 -1.834 6.459 -3.307  0.000
H4 -0.150 4.208 -4.947  0.000
H5 0.447 1.905 -4.210  0.000
H6 0.105 3.114 -0.140  0.000
H7 -0.497 5.374 -0.846  0.000
H8 2.589 2.726 -1.065  0.001
H9 4.310 3.837 0.276  -0.001
H10 4.943 2.977 2.495  0.001
H11 4.694 1.149 4.264  0.001
H12 3.694 -1.054 4.844  -0.001
H13 2.056 -2.088 3.337  0.001
C17 -3.493 3.187 -2.509  0.000
O3 -2.972 2.753 -1.257  0.001
C18 -2.796 1.438 -1.116  0.003
O4 -3.002 0.633 -1.992  0.003
C19 -2.372 1.033 0.237  0.011
C20 -2.318 1.917 1.238  0.021
As1 -2.117 1.699 3.222  -0.013
C21 -0.165 1.483 3.152  0.012
C22 -2.825 -0.081 2.885  0.279
C23 -2.031 -1.004 2.204  -0.104
As2 -1.887 -0.862 0.253  -0.006
C24 -3.222 -1.944 -0.721  -0.015
C25 -0.918 -1.549 2.882  0.005
O5 -0.566 -1.379 4.036  -0.011
O6 -0.288 -2.610 2.125  0.018
C26 0.048 -3.745 2.923  0.002
C27 -4.221 -0.013 2.415  0.030
O7 -4.526 -0.375 1.292  0.045
O8 -5.179 0.418 3.232  0.002
C28 -4.916 0.659 4.602  0.009
C29 -2.602 3.362 1.103  0.002
O9 -1.727 4.192 1.046  0.002
O10 -3.894 3.613 1.268  0.000
C30 -4.290 4.981 1.275  0.000
H14 -3.915 4.175 -2.337  0.000
H15 -4.259 2.490 -2.852  0.000
H16 -2.688 3.236 -3.243  0.000
H17 0.281 2.453 2.932  0.000
H18 0.109 0.776 2.364  0.012
H19 0.212 1.130 4.110  0.000
H20 -4.210 -1.503 -0.598  -0.001
H21 -3.197 -2.954 -0.304  0.000
H22 -2.939 -1.942 -1.773  0.000
H23 -0.479 -4.614 2.525  0.000
H24 -0.272 -3.561 3.952  0.000
H25 1.123 -3.923 2.908  0.000
H26 -5.858 0.490 5.124  0.001
H27 -4.596 1.700 4.756  0.000
H28 -4.147 -0.018 4.991  0.005
H29 -4.888 5.179 0.386  0.000
H30 -3.404 5.620 1.279  0.000
H31 -4.885 5.148 2.170  0.000
C31 1.176 -5.686 -1.409  0.000
C32 0.791 -4.549 -0.464  0.002
C33 -0.734 -4.548 -0.330  0.003
P1 1.455 -2.830 -0.872  0.018
C34 3.268 -2.887 -0.366  0.006
C35 4.118 -4.092 -0.767  0.001
C36 3.941 -1.592 -0.821  0.001
C37 1.368 -2.590 -2.724  0.004
C38 -0.058 -2.844 -3.210  0.001
C39 2.383 -3.321 -3.602  0.001
H32 0.842 -6.627 -0.971  0.000
H33 2.245 -5.753 -1.571  0.000
H34 0.680 -5.583 -2.369  0.000
H35 1.228 -4.753 0.524  0.000
H36 -1.208 -4.541 -1.308  0.000
H37 -1.094 -3.683 0.232  0.002
H38 -1.053 -5.457 0.180  0.000
H39 3.221 -2.875 0.735  0.001
H40 4.176 -4.204 -1.845  0.000
H41 3.748 -5.012 -0.323  0.000
H42 5.132 -3.940 -0.397  0.000
H43 4.006 -1.533 -1.903  0.000
H44 4.950 -1.535 -0.419  0.000
H45 3.392 -0.717 -0.485  0.001
H46 1.565 -1.522 -2.835  0.000
H47 -0.268 -3.904 -3.317  0.000
H48 -0.190 -2.376 -4.183  0.000
H49 -0.775 -2.387 -2.528  0.001
H50 2.385 -4.395 -3.448  0.000
H51 3.388 -2.934 -3.466  0.000
H52 2.114 -3.138 -4.641  0.000

Atomic forces in eV per Å
0.0 -1.4 0.0
0.0 0.0 0.0
0.1 -0.1 0.1
0.0 -0.1 0.1
0.0 0.0 -0.2
0.2 -0.4 0.4
0.0 0.0 0.2
0.0 -0.1 -0.1
0.3 -0.7 0.5
0.1 0.6 -0.3
-0.3 0.4 -0.5
-0.9 0.8 -1.2
1.0 0.9 0.3
-0.4 -0.7 0.1
0.3 0.0 0.6
0.0 0.2 -0.3
-0.3 -0.2 -0.2
-0.3 -0.3 -0.2
0.2 0.2 0.1
-0.2 0.0 -0.3
0.5 -0.1 1.0
0.4 0.7 -0.2
0.0 0.1 -0.1
0.0 0.1 0.0
-0.1 0.1 0.0
0.0 0.0 -0.1
0.0 0.0 -0.3
0.0 0.0 0.1
0.0 0.1 0.1
0.0 0.1 0.0
0.1 0.1 0.0
0.1 0.1 0.1
0.2 0.0 0.1
0.0 -0.1 0.1
0.0 0.0 0.0
-0.2 0.0 -0.4
0.1 -0.3 0.3
-0.4 0.2 -0.8
0.0 0.2 0.1
0.2 0.4 0.3
-0.1 -0.3 -0.1
0.6 0.2 0.3
-0.1 -0.2 0.0
1.1 -0.6 -0.6
-1.2 0.8 -0.1
-1.3 -0.6 0.3
0.2 0.2 0.0
1.4 -1.1 2.1
-0.4 -0.1 -1.1
-0.3 1.4 -0.1
0.2 -0.5 0.4
-1.2 -0.6 -1.3
-0.1 0.4 1.0
0.1 0.0 -0.4
0.2 0.3 0.7
0.2 0.6 -0.1
0.0 -0.1 0.1
-0.1 -0.3 0.0
0.0 0.6 0.0
0.1 0.0 0.0
0.0 0.1 0.0
-0.1 0.0 0.0
-0.2 0.1 -0.1
-0.1 0.3 0.2
-0.1 0.0 0.0
0.3 0.0 0.0
0.1 0.2 0.0
0.1 0.0 0.1
0.1 0.1 -0.1
0.2 -0.1 -0.2
-0.1 0.0 -0.1
0.2 0.0 0.0
-0.1 -0.3 0.0
-0.2 0.1 0.0
0.0 -0.1 0.0
-0.2 0.0 0.0
0.0 0.0 0.0
0.2 0.0 0.2
0.0 0.4 -0.2
0.1 0.2 0.2
0.6 -1.0 -0.3
-0.2 0.0 -0.1
-0.1 0.1 0.2
-0.2 0.1 0.2
0.0 0.0 0.2
0.0 0.1 0.3
0.0 0.1 0.1
0.0 -0.1 0.0
0.1 -0.1 -0.1
0.0 0.0 -0.1
0.0 0.1 -0.1
0.0 0.0 -0.1
0.0 -0.2 -0.1
-0.1 -0.1 0.0
-0.1 0.0 -0.2
0.0 -0.1 -0.1
0.0 -0.1 0.0
0.1 0.0 0.0
0.0 0.0 -0.2
0.1 0.0 0.1
0.1 0.0 -0.1
0.0 -0.3 0.0
-0.1 -0.1 0.0
0.0 0.0 -0.1
-0.1 -0.1 -0.1
0.0 -0.1 0.0
0.1 -0.1 0.0
0.0 0.0 -0.1

The calculation puts the HOMO energy (alpha / beta) at -0.35669 / -0.39016 Eh. Its spin multiplicity is 5. The lowest unoccupied orbital energy (alpha / beta) comes out at -4.43 / -4.21 eV. Its net charge is +1. The total energy comes out at -234957.3405 eV.

=====

Record 4
The following is a quantum chemistry calculation of C8H14 in the gas phase in a non-equilibrium geometry, from OMol25.

Last column: Löwdin charge in e.
Cartesian coordinates (Å):
C1 -0.226 -1.639 -1.173  0.050
C2 -0.969 -0.855 -0.387  -0.332
C3 -2.107 -0.050 -0.930  -0.214
C4 -1.782 0.778 -2.196  -0.100
C5 -0.600 -0.804 1.081  -0.160
C6 0.580 0.168 1.200  -0.133
C7 1.828 -0.009 1.596  -0.177
C8 2.882 1.056 1.632  -0.120
H1 0.681 -2.103 -0.806  0.069
H2 -0.367 -1.617 -2.247  0.064
H3 -3.103 -0.497 -1.018  0.113
H4 -2.391 0.683 -0.158  0.100
H5 -0.735 0.666 -2.481  0.064
H6 -2.311 0.379 -3.060  0.065
H7 -1.988 1.840 -2.116  0.064
H8 -0.187 -1.742 1.459  0.110
H9 -1.325 -0.409 1.787  0.109
H10 0.257 1.167 0.893  0.116
H11 2.206 -0.967 1.947  0.102
H12 2.915 1.777 0.814  0.072
H13 2.840 1.516 2.623  0.074
H14 3.903 0.664 1.539  0.066

Atomic forces in eV per Å
0.1 0.9 -0.2
-0.2 -1.6 -0.1
-0.6 2.2 0.7
0.3 -0.9 -0.5
2.0 0.6 0.5
-1.0 0.6 -0.3
0.4 -0.4 -0.3
0.9 0.0 0.1
-0.1 -0.3 0.1
-0.1 -0.3 0.0
0.5 -0.9 -0.3
0.5 0.0 0.1
0.1 0.1 0.3
-0.3 0.1 -0.1
-0.2 0.0 0.2
-0.6 -0.3 -0.2
-0.6 -0.3 -0.3
0.4 0.1 -0.1
-0.4 -0.2 -0.1
-0.9 0.3 0.2
0.1 0.5 -0.2
-0.3 -0.5 0.3

The calculation puts the HOMO energy at -0.32567 Eh. Its SMILES is C=C(CC)C/C=C/C. The lowest unoccupied orbital energy comes out at 1.12 eV. Its net charge is 0. As for the energy above the lowest of the compared OMol25 structures with the same formula, charge and spin: 42.2 kcal per mole. The total energy comes out at -8521.2509 eV.